Record 1
Density functional theory data (ωB97M-V/def2-TZVPD) for a cluster of 2 separate species, CH2NO3S in total at a distorted geometry.

total energy: -19538.47789 eV
charge: -1
HOMO energy: -5.456 eV
energy above the lowest of the compared OMol25 structures with the same formula, charge and spin: 40.9 kJ/mol

Last column: natural (NBO) charge in e.
Atoms and positions in Å:
C  1.585655  -1.261224  -0.754279  0.130
N  2.457790  -1.830421  -1.270425  -0.419
O  -0.458150  1.035804  -0.854676  -1.040
O  -1.084220  -0.673862  0.688544  -1.046
O  -0.239658  1.466375  1.547966  -1.023
S  -0.912965  0.777988  0.471054  2.282
H  0.774915  -0.816272  -0.272366  0.249
H  -2.123368  1.301613  0.444182  -0.132

Cartesian forces, eV/Å:
C 2.72 -1.89 -1.52
N -1.41 1.04 0.84
O 1.07 0.73 -1.83
O 0.03 0.82 0.23
O 0.26 0.21 0.20
S -0.51 -1.65 1.22
H -1.16 0.56 0.56
H -1.01 0.17 0.30

---

Record 2
Density functional theory data (ωB97M-V/def2-TZVPD) for the ion CH2NO3S with charge -1 at a distorted geometry.

total energy: -19534.73153 eV
charge: -1
HOMO energy: -2.908 eV
energy above the lowest of the compared OMol25 structures with the same formula, charge and spin: 402.4 kJ/mol

Last column: natural (NBO) charge in e.
Atoms and positions in Å:
C  -0.661431  0.137714  0.156598  0.179
N  0.623064  -0.254994  0.098777  0.217
O  0.772874  -1.599329  0.101632  -0.559
O  1.716767  0.429803  -0.000727  -0.646
O  -0.571908  1.767308  0.028456  -0.789
S  -2.078149  -0.600938  0.068146  -0.345
H  0.255586  2.028885  -0.226912  0.469
H  -0.056805  -1.908446  -0.225973  0.473

Cartesian forces, eV/Å:
C 5.35 5.76 -0.92
N -2.27 1.60 0.22
O 1.91 -1.27 0.39
O -0.60 -0.18 0.08
O -4.90 -4.13 1.51
S -1.84 -1.28 0.05
H 3.83 0.19 -0.90
H -1.46 -0.69 -0.43

---

Record 3
Density functional theory data (ωB97M-V/def2-TZVPD) for the ion CH2NO4S with charge -1 at a distorted geometry.

total energy: -21581.47536 eV
charge: -1
HOMO energy: -4.600 eV
energy above the lowest of the compared OMol25 structures with the same formula, charge and spin: 503.3 kJ/mol

Last column: natural (NBO) charge in e.
Atoms and positions in Å:
C  1.221441  -0.005479  -0.105353  -0.346
N  -1.487233  1.233438  0.130342  0.265
O  1.685073  -1.350079  -0.280953  -0.753
O  -2.421178  2.047673  0.107098  -0.500
O  -1.745426  0.064770  -0.305367  -0.564
O  -0.491470  -1.787636  0.936199  -0.965
S  -0.069238  -1.172627  -0.297776  1.517
H  1.631496  0.399575  0.733909  0.181
H  1.676534  0.570364  -0.918095  0.164

Cartesian forces, eV/Å:
C 1.33 -0.95 -2.67
N -0.48 0.80 0.05
O -0.43 -0.81 -0.08
O 0.72 -1.00 -0.07
O -0.72 0.79 -0.13
O -0.24 -0.43 1.08
S 1.00 0.12 -0.82
H -0.03 1.05 3.08
H -1.16 0.43 -0.44

---

Record 4
Density functional theory data (ωB97M-V/def2-TZVPD) for the ion CH2NO4S with charge -1 at a distorted geometry.

total energy: -21582.51068 eV
charge: -1
HOMO energy: -4.056 eV
energy above the lowest of the compared OMol25 structures with the same formula, charge and spin: 403.4 kJ/mol

Last column: natural (NBO) charge in e.
Atoms and positions in Å:
C  0.110485  0.367407  -0.091976  -0.518
N  -1.325859  1.308309  -0.002621  0.515
O  -1.592303  1.732003  1.155200  -0.448
O  1.964407  2.228249  -0.578654  -1.032
O  -2.022785  1.612315  -0.940149  -0.390
O  2.508866  -0.086535  0.224926  -1.044
S  1.734606  1.172163  0.456548  1.497
H  0.018818  -0.538839  0.594264  0.217
H  0.206358  0.013145  -1.070284  0.202

Cartesian forces, eV/Å:
C -2.00 0.18 2.18
N 1.06 -0.04 2.85
O 0.90 -1.12 -1.96
O -0.18 -0.69 0.49
O 0.73 -0.62 -0.60
O -0.09 0.20 -0.08
S 0.10 0.66 -0.49
H -0.53 1.53 -0.64
H 0.01 -0.10 -1.77

---

Which of these has the lowest HOMO energy? number 1

---

Which formula does entry 4 have? CH2NO4S